[1]
Formula: C45H97F4IN3O13S3
Source: the Open Molecules 2025 dataset
Level of theory: ωB97M-V with the def2-TZVPD basis set

Structure (ORCA input):
```
! wB97M-V def2-TZVPD RIJCOSX def2/J DEFGRID3
* xyz 1 1
C -1.66 3.50 0.70
C -0.86 3.77 -0.32
C 0.15 3.83 -1.60
S 0.16 5.74 -1.67
C 1.72 3.30 -1.37
C 1.61 2.11 -0.31
C 1.55 2.44 1.27
C 0.72 1.31 2.12
C 0.87 1.80 3.68
C 1.40 -0.13 1.83
C 1.55 -1.09 3.11
C 1.42 -2.66 2.67
C 2.48 -3.43 2.09
C 4.03 -3.04 2.02
C 2.03 -4.88 1.47
N 2.23 4.46 -0.62
C 3.46 4.42 -0.19
S 4.83 4.16 0.75
N 2.15 3.02 -2.83
C 3.21 1.92 -3.00
C 4.69 2.29 -2.48
C 5.41 1.52 -1.48
C 2.71 4.13 -3.65
F 3.49 3.74 -4.83
F 3.61 5.07 -3.06
F 1.74 5.03 -4.25
C 0.86 2.41 -3.44
N 0.75 0.95 -3.31
I 0.72 2.24 -5.68
C -0.57 3.05 -2.87
C -1.59 1.81 -2.49
C -3.09 2.19 -2.05
C -3.64 0.99 -1.07
C -5.26 0.82 -1.28
O -5.55 -0.50 -1.88
S -1.68 4.06 -3.96
O -1.03 5.02 -4.92
O -2.61 5.00 -3.18
F -2.57 3.01 -4.98
H -2.24 3.60 1.70
H 0.19 6.22 -0.34
H 2.48 1.33 -0.34
H 0.65 1.47 -0.50
H 2.64 2.39 1.70
H 1.16 3.48 1.55
H -0.40 1.31 1.87
H 0.68 2.93 3.81
H 0.26 1.15 4.41
H 1.99 1.64 3.97
H 0.74 -0.68 1.05
H 2.46 0.02 1.39
H 0.73 -0.94 3.92
H 2.59 -0.98 3.63
H 0.42 -3.18 2.89
H 4.25 -1.92 2.20
H 4.41 -3.36 0.97
H 4.59 -3.70 2.79
H 1.39 -5.43 2.29
H 1.31 -4.65 0.61
H 2.93 -5.54 1.18
H 3.02 0.98 -2.34
H 3.20 1.44 -4.06
H 5.30 3.19 -2.92
H 6.44 1.81 -1.07
H 4.95 0.53 -1.08
H 0.24 0.44 -4.02
H 0.86 0.53 -2.40
H -1.18 1.16 -1.61
H -1.78 1.15 -3.45
H -3.23 3.17 -1.50
H -3.84 2.20 -2.94
H -3.36 1.20 0.03
H -3.17 0.01 -1.49
H -5.70 1.60 -2.01
H -5.83 0.94 -0.27
H -6.16 -0.36 -2.65
C 5.08 -9.31 0.24
C 3.76 -8.58 0.41
O 3.88 -7.23 -0.02
H 5.87 -8.81 0.82
H 5.00 -10.35 0.57
H 5.39 -9.29 -0.81
H 3.46 -8.58 1.46
H 2.97 -9.07 -0.17
H 4.14 -7.24 -0.95
C -7.27 0.93 3.37
C -5.80 1.12 3.02
O -5.68 1.81 1.79
H -7.78 0.37 2.58
H -7.38 0.40 4.31
H -7.77 1.90 3.45
H -5.31 0.15 2.92
H -5.29 1.69 3.80
H -6.11 2.67 1.89
C -6.29 1.03 7.43
C -4.83 1.22 7.08
O -4.71 1.91 5.84
H -6.81 0.47 6.64
H -6.41 0.50 8.37
H -6.80 2.00 7.51
H -4.34 0.25 6.98
H -4.31 1.79 7.86
H -5.14 2.77 5.94
C -3.20 6.98 0.63
C -2.61 8.08 1.48
O -1.19 8.04 1.43
H -2.85 6.00 0.96
H -4.29 6.99 0.66
H -2.88 7.09 -0.42
H -2.91 7.95 2.53
H -2.94 9.06 1.15
H -0.93 8.16 0.50
C 0.22 -8.70 4.78
C 1.21 -7.84 4.02
O 1.16 -6.50 4.49
H -0.80 -8.31 4.66
H 0.24 -9.73 4.43
H 0.44 -8.68 5.85
H 0.98 -7.84 2.95
H 2.23 -8.22 4.15
H 1.38 -6.51 5.43
C 4.76 -14.26 2.53
C 5.76 -13.41 1.77
O 5.71 -12.07 2.23
H 3.75 -13.87 2.41
H 4.78 -15.30 2.18
H 4.98 -14.25 3.60
H 5.52 -13.41 0.70
H 6.77 -13.79 1.90
H 5.93 -12.07 3.17
C 5.83 3.86 -7.90
C 4.56 4.42 -8.51
O 3.51 3.47 -8.43
H 6.13 2.94 -8.41
H 6.65 4.58 -7.96
H 5.67 3.60 -6.85
H 4.72 4.66 -9.57
H 4.25 5.34 -8.00
H 3.37 3.27 -7.49
C -7.59 -3.23 0.34
C -6.99 -2.14 1.20
O -5.57 -2.19 1.13
H -7.24 -4.22 0.67
H -8.68 -3.21 0.38
H -7.28 -3.12 -0.71
H -7.28 -2.27 2.24
H -7.32 -1.15 0.86
H -5.32 -2.06 0.20
C -2.38 -0.32 -7.86
C -1.61 -1.36 -7.08
O -1.71 -1.10 -5.68
H -2.01 0.69 -7.64
H -2.31 -0.50 -8.93
H -3.44 -0.33 -7.57
H -0.55 -1.33 -7.35
H -1.99 -2.36 -7.28
H -2.65 -1.14 -5.45
C 2.13 9.27 0.81
C 2.92 8.24 1.60
O 2.81 8.51 2.99
H 2.49 10.28 1.02
H 2.20 9.08 -0.26
H 1.07 9.24 1.10
H 3.97 8.28 1.33
H 2.55 7.23 1.41
H 1.87 8.46 3.23
*
```

These are the Mulliken partial charges, in e, on atoms 1 to 99: number 1, C, carries -1.12; number 2, C, carries -1.46; number 3, C, carries 0.67; number 4, S, carries -0.11; number 5, C, carries 1.13; number 6, C, carries 0.73; number 7, C, carries -1.18; number 8, C, carries 0.94; number 9, C, carries -1.34; number 10, C, carries -0.08; number 11, C, carries -0.47; number 12, C, carries -0.68; number 13, C, carries 0.61; number 14, C, carries -1.07; number 15, C, carries -0.54; number 16, N, carries -0.41; number 17, C, carries 0.21; number 18, S, carries -0.09; number 19, N, carries 1.56; number 20, C, carries -0.20; number 21, C, carries -0.31; number 22, C, carries -0.83; number 23, C, carries 0.73; number 24, F, carries -0.16; number 25, F, carries -0.20; number 26, F, carries -0.14; number 27, C, carries -3.06; number 28, N, carries -0.02; number 29, I, carries 0.13; number 30, C, carries 3.26; number 31, C, carries -1.88; number 32, C, carries -0.27; number 33, C, carries -0.29; number 34, C, carries -0.25; number 35, O, carries -0.54; number 36, S, carries 1.42; number 37, O, carries -0.63; number 38, O, carries -0.52; number 39, F, carries -0.31; number 40, H, carries 0.45; number 41, H, carries 0.19; number 42, H, carries -0.12; number 43, H, carries -0.77; number 44, H, carries 0.34; number 45, H, carries 0.32; number 46, H, carries -0.03; number 47, H, carries 0.35; number 48, H, carries 0.34; number 49, H, carries 0.28; number 50, H, carries 0.16; number 51, H, carries -0.07; number 52, H, carries 0.28; number 53, H, carries 0.31; number 54, H, carries 0.22; number 55, H, carries 0.25; number 56, H, carries 0.27; number 57, H, carries 0.29; number 58, H, carries -0.07; number 59, H, carries 0.25; number 60, H, carries 0.20; number 61, H, carries 0.46; number 62, H, carries 0.46; number 63, H, carries 0.25; number 64, H, carries 0.34; number 65, H, carries 0.20; number 66, H, carries 0.19; number 67, H, carries 0.11; number 68, H, carries 0.26; number 69, H, carries 0.28; number 70, H, carries 0.09; number 71, H, carries 0.62; number 72, H, carries 0.07; number 73, H, carries 0.28; number 74, H, carries 0.49; number 75, H, carries -0.06; number 76, H, carries 0.28; number 77, C, carries -0.91; number 78, C, carries 0.00; number 79, O, carries -0.50; number 80, H, carries 0.29; number 81, H, carries 0.09; number 82, H, carries 0.37; number 83, H, carries 0.11; number 84, H, carries 0.27; number 85, H, carries 0.26; number 86, C, carries -1.09; number 87, C, carries 0.05; number 88, O, carries -0.42; number 89, H, carries 0.27; number 90, H, carries 0.18; number 91, H, carries 0.39; number 92, H, carries 0.25; number 93, H, carries 0.20; number 94, H, carries 0.23; number 95, C, carries -0.88; number 96, C, carries -0.32; number 97, O, carries -0.48; number 98, H, carries 0.12; number 99, H, carries 0.36

---

[2]
Formula: C45H98ClIN2O22P4SSi2
Source: the Open Molecules 2025 dataset
Level of theory: ωB97M-V with the def2-TZVPD basis set

Structure (ORCA input):
```
! wB97M-V def2-TZVPD RIJCOSX def2/J DEFGRID3
* xyz 0 1
C -9.87 -4.02 5.26
C -8.90 -5.10 5.94
O -8.60 -6.14 5.29
O -8.33 -4.96 7.24
C -6.95 -4.46 7.14
C -5.87 -5.67 7.10
C -4.50 -5.30 7.88
C -3.22 -5.44 6.90
C -2.94 -6.98 6.54
C -1.81 -7.20 5.42
C -1.91 -6.13 4.19
C -0.72 -5.07 4.41
Si -0.92 -3.50 3.28
C 0.33 -2.22 4.00
C -0.19 -0.70 4.02
S 0.58 0.19 2.58
C -0.42 1.72 2.38
N -1.07 2.32 3.53
N -1.75 3.41 3.04
C -1.53 3.48 1.64
O -0.66 2.44 1.18
C -0.35 -4.05 1.53
C 0.85 -3.15 0.92
O 0.69 -2.21 0.13
Cl 2.62 -3.55 1.34
O -2.58 -3.05 3.42
Si -3.19 -2.12 2.11
O -2.00 -1.28 1.19
I -4.61 -0.33 3.15
C -4.27 -3.18 0.90
C -4.98 -2.17 -0.14
C -6.58 -2.25 -0.18
C -7.29 -2.43 1.25
C -7.08 -0.81 -0.75
H -9.43 -2.96 5.38
H -9.94 -4.29 4.15
H -10.93 -4.08 5.68
H -6.89 -3.85 6.16
H -6.78 -3.79 8.05
H -6.39 -6.56 7.58
H -5.65 -5.98 6.01
H -4.39 -5.95 8.82
H -4.54 -4.19 8.19
H -2.35 -4.94 7.45
H -3.46 -4.79 5.98
H -2.64 -7.49 7.53
H -3.88 -7.54 6.18
H -0.80 -7.02 5.95
H -1.77 -8.28 5.04
H -1.75 -6.75 3.24
H -2.95 -5.67 4.12
H -0.55 -4.80 5.50
H 0.24 -5.59 4.04
H 1.36 -2.24 3.51
H 0.49 -2.52 5.10
H 0.26 -0.22 4.96
H -1.32 -0.57 4.11
H -2.01 4.29 1.01
H -1.17 -4.14 0.75
H 0.11 -5.10 1.62
H -2.18 -1.55 0.25
H -3.52 -3.82 0.30
H -4.98 -3.89 1.44
H -4.62 -2.48 -1.20
H -4.57 -1.11 0.02
H -6.98 -3.02 -0.93
H -8.43 -2.45 1.04
H -7.05 -3.45 1.72
H -7.13 -1.56 1.97
H -6.94 -0.05 0.11
H -8.19 -0.81 -1.03
H -6.40 -0.43 -1.60
O -0.92 8.81 -3.07
P -1.82 7.65 -2.63
O -1.14 6.49 -3.59
C 0.09 5.91 -3.19
C -0.12 4.89 -2.09
O -3.08 8.05 -3.63
C -3.33 9.41 -3.95
C -2.76 9.75 -5.32
O -2.84 6.42 -2.01
C -3.69 6.78 -0.92
C -4.95 7.48 -1.39
H 0.79 6.69 -2.87
H 0.52 5.42 -4.07
H -0.45 5.37 -1.17
H 0.81 4.35 -1.88
H -0.89 4.17 -2.37
H -2.95 10.08 -3.18
H -4.42 9.55 -3.98
H -1.70 9.48 -5.39
H -2.85 10.82 -5.52
H -3.28 9.20 -6.10
H -3.15 7.40 -0.20
H -3.97 5.85 -0.42
H -4.74 8.53 -1.65
H -5.71 7.49 -0.61
H -5.37 7.01 -2.28
O 0.53 4.61 -8.13
P -0.89 4.16 -8.50
O -1.53 4.24 -6.98
C -1.89 5.51 -6.46
C -3.19 6.00 -7.05
O -0.55 2.53 -8.49
C 0.75 2.07 -8.86
C 1.58 1.78 -7.63
O -2.45 3.72 -9.05
C -2.63 3.60 -10.47
C -2.15 2.25 -10.99
H -1.08 6.24 -6.64
H -1.99 5.40 -5.38
H -3.08 6.22 -8.11
H -3.53 6.91 -6.55
H -3.97 5.24 -6.96
H 1.25 2.78 -9.52
H 0.62 1.14 -9.43
H 1.60 2.63 -6.94
H 2.61 1.54 -7.90
H 1.16 0.94 -7.07
H -2.12 4.42 -10.98
H -3.70 3.70 -10.66
H -1.06 2.23 -11.06
H -2.55 2.06 -11.98
H -2.45 1.44 -10.32
O 6.21 2.02 -2.58
P 5.29 0.87 -2.16
O 5.99 -0.30 -3.09
C 7.21 -0.88 -2.66
C 6.97 -1.89 -1.55
O 4.05 1.26 -3.18
C 3.81 2.62 -3.53
C 4.40 2.95 -4.89
O 4.26 -0.34 -1.54
C 3.38 0.04 -0.47
C 2.14 0.74 -0.98
H 7.91 -0.10 -2.34
H 7.65 -1.38 -3.52
H 6.63 -1.39 -0.64
H 7.89 -2.43 -1.32
H 6.20 -2.61 -1.84
H 4.18 3.30 -2.75
H 2.72 2.76 -3.58
H 5.46 2.67 -4.95
H 4.31 4.02 -5.10
H 3.89 2.39 -5.67
H 3.92 0.67 0.25
H 3.09 -0.88 0.04
H 2.36 1.78 -1.25
H 1.36 0.77 -0.22
H 1.74 0.25 -1.87
O 7.88 -4.42 4.49
P 8.98 -3.36 4.40
O 8.35 -2.33 5.53
C 8.53 -2.64 6.90
C 9.94 -2.31 7.36
O 8.36 -2.60 3.05
C 7.64 -3.35 2.07
C 6.15 -3.21 2.28
O 10.30 -2.28 4.27
C 11.39 -2.69 3.43
C 11.11 -2.42 1.96
H 8.29 -3.69 7.08
H 7.81 -2.04 7.46
H 10.67 -2.97 6.89
H 10.03 -2.43 8.45
H 10.20 -1.29 7.09
H 7.95 -4.40 2.09
H 7.91 -2.95 1.09
H 5.85 -3.44 3.30
H 5.60 -3.87 1.60
H 5.83 -2.18 2.09
H 11.61 -3.75 3.60
H 12.26 -2.11 3.74
H 10.44 -3.17 1.55
H 12.04 -2.46 1.38
H 10.65 -1.44 1.82
*
```

These are the Mulliken partial charges, in e, on atoms 1 to 99: number 1, C, carries -0.78; number 2, C, carries 0.66; number 3, O, carries -0.53; number 4, O, carries -0.42; number 5, C, carries -0.50; number 6, C, carries -0.37; number 7, C, carries -0.75; number 8, C, carries 0.05; number 9, C, carries -0.66; number 10, C, carries -0.73; number 11, C, carries -0.33; number 12, C, carries -0.96; number 13, Si, carries 0.28; number 14, C, carries -0.73; number 15, C, carries -0.59; number 16, S, carries 0.06; number 17, C, carries 0.30; number 18, N, carries -0.19; number 19, N, carries -0.46; number 20, C, carries -0.11; number 21, O, carries -0.08; number 22, C, carries -0.02; number 23, C, carries -0.06; number 24, O, carries -0.43; number 25, Cl, carries -0.11; number 26, O, carries -0.46; number 27, Si, carries 0.21; number 28, O, carries -0.32; number 29, I, carries -0.30; number 30, C, carries -0.50; number 31, C, carries -0.67; number 32, C, carries 0.39; number 33, C, carries -1.02; number 34, C, carries -1.22; number 35, H, carries 0.25; number 36, H, carries 0.27; number 37, H, carries 0.29; number 38, H, carries 0.23; number 39, H, carries 0.33; number 40, H, carries 0.34; number 41, H, carries 0.21; number 42, H, carries 0.33; number 43, H, carries 0.40; number 44, H, carries 0.27; number 45, H, carries -0.19; number 46, H, carries 0.34; number 47, H, carries 0.26; number 48, H, carries 0.30; number 49, H, carries 0.34; number 50, H, carries 0.42; number 51, H, carries 0.14; number 52, H, carries 0.43; number 53, H, carries 0.39; number 54, H, carries 0.40; number 55, H, carries 0.37; number 56, H, carries 0.58; number 57, H, carries 0.14; number 58, H, carries 0.37; number 59, H, carries 0.25; number 60, H, carries 0.51; number 61, H, carries 0.30; number 62, H, carries 0.29; number 63, H, carries 0.33; number 64, H, carries 0.26; number 65, H, carries 0.29; number 66, H, carries 0.27; number 67, H, carries 0.40; number 68, H, carries 0.26; number 69, H, carries 0.06; number 70, H, carries 0.27; number 71, H, carries 0.36; number 72, H, carries 0.31; number 73, O, carries -0.73; number 74, P, carries 1.08; number 75, O, carries -0.15; number 76, C, carries -0.53; number 77, C, carries -0.93; number 78, O, carries -0.28; number 79, C, carries -0.49; number 80, C, carries -1.17; number 81, O, carries -0.26; number 82, C, carries -0.36; number 83, C, carries -1.06; number 84, H, carries 0.36; number 85, H, carries 0.28; number 86, H, carries 0.29; number 87, H, carries 0.33; number 88, H, carries 0.31; number 89, H, carries 0.45; number 90, H, carries 0.41; number 91, H, carries 0.28; number 92, H, carries 0.38; number 93, H, carries 0.26; number 94, H, carries 0.39; number 95, H, carries 0.26; number 96, H, carries 0.18; number 97, H, carries 0.44; number 98, H, carries 0.27; number 99, O, carries -0.73

---

Number 1: lowest unoccupied orbital energy -4.1 eV, maximum force 9.78 eV/Å, E -130774.5841 eV. Number 2: lowest unoccupied orbital energy -1.7 eV, maximum force 9.41 eV/Å, E -180644.8679 eV.